No. 1
54
Properties=species:S:1:pos:R:3 method="wB97M-V/def2-TZVPD" e_homo_ev=-6.68 homo_lumo_gap_ev=5.642 total_charge=0 lumo_energy_ev=-1.039
C -3.025 -2.574 -2.423
C -2.215 -1.564 -2.903
C -1.194 -1.003 -2.109
C -1.047 -1.473 -0.821
C -1.930 -2.406 -0.311
C -2.892 -3.048 -1.124
C -0.376 0.100 -2.709
C -1.195 1.396 -2.897
N -1.727 1.949 -1.689
Ca 1.054 -1.553 0.551
C -1.777 -2.794 1.148
P -1.333 -1.314 2.185
H -2.313 -1.180 -3.919
H -3.511 -3.854 -0.718
H -3.791 -2.998 -3.065
H -0.974 -3.531 1.360
H -2.668 -3.280 1.541
H 0.522 0.342 -2.134
H -0.034 -0.199 -3.705
H -0.545 2.177 -3.333
C -1.531 -1.746 3.951
C -2.751 -0.177 1.855
H -2.038 1.187 -3.575
C -3.115 1.789 -1.367
C -0.999 2.991 -1.021
H 0.789 -0.171 2.142
H -3.723 2.532 -1.924
H -3.458 0.776 -1.638
H -3.269 1.952 -0.284
H -1.109 3.946 -1.576
H -1.385 3.135 0.005
H 0.078 2.749 -0.981
H -3.698 -0.465 2.335
H -2.494 0.811 2.260
H -2.962 -0.133 0.773
H -2.507 -2.149 4.283
H -0.777 -2.495 4.231
H -1.387 -0.834 4.564
H 0.459 0.210 1.615
O 3.106 -0.891 1.505
C 3.948 0.205 1.302
C 4.959 0.459 2.244
C 6.010 1.288 1.868
C 6.044 1.876 0.603
C 4.971 1.692 -0.281
C 3.864 0.919 0.104
C 2.662 0.888 -0.816
O 2.770 1.359 -1.945
O 1.586 0.330 -0.332
H 3.322 -1.292 2.369
H 4.928 -0.016 3.227
H 6.828 1.474 2.566
H 6.889 2.481 0.287
H 4.961 2.130 -1.272

No. 2
13
Properties=species:S:1:pos:R:3 method="wB97M-V/def2-TZVPD" smiles="[H]/N=C(/C)N([NH3+])I" e_homo_ev=-13.53 homo_lumo_gap_ev=8.470 total_charge=+1 lumo_energy_ev=-5.057
C 0.283 -0.868 0.144
C 0.499 -0.455 -1.286
N 0.531 -1.947 0.636
N -0.829 0.265 0.841
N -0.129 1.461 0.676
I -2.843 0.114 0.231
H 1.553 -0.710 -1.451
H 0.194 0.553 -1.524
H -0.131 -1.163 -1.821
H 0.357 -2.212 1.552
H -0.719 2.214 1.023
H 0.486 1.501 -0.258
H 0.747 1.247 1.237

No. 3
10
Properties=species:S:1:pos:R:3 method="wB97M-V/def2-TZVPD" smiles=Cn1ncnn1 e_homo_ev=-10.31 homo_lumo_gap_ev=11.044 total_charge=0 lumo_energy_ev=0.736
C -1.797 -0.435 -0.494
C 1.425 0.651 0.261
N -1.299 -1.526 0.096
N -1.070 0.642 -0.616
N -0.086 -1.208 0.491
N 0.243 -0.052 0.121
H -2.775 -0.503 -0.753
H 2.281 -0.097 -0.113
H 1.338 1.566 -0.247
H 1.740 0.961 1.254

no.,energy (eV)
1,-56552.3828
2,-14747.5903
3,-8096.2851